Record 1
Formula: C26H21ClIMnN6O2S
Source: OMol25
Level of theory: the ωB97M-V functional and the def2-TZVPD basis

ORCA input file:
```
! RIJCOSX wB97M-V def2-TZVPD def2/J DEFGRID3
* xyz -1 2
Mn 0.19137 0.52013 -0.04175
N 1.17586 -1.20020 -1.30853
C 0.76954 -1.15678 -2.64836
C 0.14162 -2.27416 -3.19632
C -0.34679 -2.26024 -4.49246
C -0.19887 -1.12092 -5.26725
C 0.41553 -0.00458 -4.71826
C 0.89279 0.01470 -3.41048
C 1.43394 1.26308 -2.81607
C 2.30258 2.04861 -3.57460
C 2.75795 3.26322 -3.08812
C 2.31329 3.69604 -1.84643
C 1.44506 2.90740 -1.10415
C 0.98960 1.64765 -1.53227
H 1.01309 -2.10229 -0.88457
H 2.07798 -0.81963 -1.04722
H 0.04230 -3.16643 -2.58695
H -0.83591 -3.13969 -4.89373
H -0.57536 -1.09034 -6.28221
H 0.49312 0.90830 -5.29668
H 2.63533 1.69687 -4.54608
H 3.44927 3.86133 -3.67009
H 2.64841 4.64970 -1.45231
H 1.10206 3.28354 -0.14449
Cl 2.02595 0.67389 6.63305
C 2.04864 0.50243 4.89773
C 3.22569 0.64473 4.21783
C 3.28698 0.52466 2.82053
I 5.11112 0.75534 1.84874
C 2.15888 0.24945 2.05615
O 2.11009 0.08350 0.78903
C 0.91627 0.10350 2.80473
N -0.17423 -0.13412 2.03055
C -1.35064 -0.23823 2.60632
C -1.52433 -0.13441 3.99421
C -0.43300 0.09839 4.79049
C 0.84000 0.23168 4.20084
H 4.13451 0.86095 4.76349
H -2.19858 -0.39457 1.95120
H -2.51883 -0.22096 4.40919
H -0.53034 0.20156 5.86272
O -2.70701 3.27884 1.78707
C -1.92677 2.64651 1.13224
N -1.16095 2.03500 0.46715
C -2.98492 -4.53142 -2.02659
C -3.38412 -3.60974 -0.87640
C -2.86209 -2.22198 -1.05773
N -1.80235 -1.78887 -0.46655
N -1.47304 -0.51485 -0.81317
C -2.29478 0.01797 -1.68241
N -2.12719 1.24213 -2.22950
S -3.57150 -1.06362 -2.14000
H -3.40320 -5.52920 -1.88841
H -1.89988 -4.62012 -2.08526
H -3.33611 -4.14513 -2.98473
H -2.97369 -3.97206 0.06668
H -4.47173 -3.58767 -0.77015
H -1.46884 1.81730 -1.69966
H -2.95707 1.72282 -2.53440
*
```

The HOMO energy (alpha / beta) is -0.1659 / -0.1478 hartree. For the total energy, the calculation gives -3789.59986 hartree. For the HOMO-LUMO gap (alpha / beta), the calculation gives 6.66 / 6.17 eV. The relative energy (zero: lowest compared OMol25 entry of this formula, charge and spin) is 0.00 kJ/mol.

***

Record 2
Formula: C26H21ClN2O5Pd
Source: OMol25
Level of theory: the ωB97M-V functional and the def2-TZVPD basis

ORCA input file:
```
! RIJCOSX wB97M-V def2-TZVPD def2/J DEFGRID3
* xyz 0 3
Pd -0.04161 -0.10336 0.36706
Cl -0.31336 7.28180 0.35233
C 0.07716 5.58879 0.46141
C 1.41770 5.19730 0.62076
C 1.73916 3.87493 0.70508
C 0.76134 2.83135 0.64077
O 1.18147 1.62594 0.72223
C -0.60310 3.25781 0.49502
C -1.75663 2.40918 0.46195
N -1.78802 1.12510 0.56117
C -2.99658 0.40632 0.59684
C -4.22792 0.94394 0.88428
C -5.39301 0.15105 0.86986
C -5.33206 -1.18169 0.58346
C -4.08051 -1.78454 0.32449
C -3.94210 -3.16329 0.04094
C -2.70595 -3.69313 -0.18335
C -1.58478 -2.84259 -0.10477
N -1.68674 -1.56619 0.15494
C -2.91049 -1.00105 0.35207
C -0.89754 4.64197 0.39824
H 2.18995 5.95403 0.67033
H 2.76918 3.56237 0.81521
H -2.69825 2.94850 0.33898
H -4.32029 1.99045 1.13923
H -6.34348 0.61744 1.09238
H -6.22559 -1.79248 0.56439
H -4.82931 -3.78385 0.00607
H -2.56697 -4.74119 -0.40614
H -0.57807 -3.21947 -0.25197
H -1.92983 4.94846 0.27992
C 1.51759 1.01022 4.21723
C 1.18544 -0.01254 3.16524
C 2.29948 -0.85972 2.64106
O 0.03531 -0.11712 2.76973
H 1.24243 0.60504 5.19400
H 0.92884 1.90830 4.03954
H 2.57939 1.24851 4.23130
H 2.93552 -1.19663 3.46171
H 2.91221 -0.23627 1.98340
H 1.92523 -1.69635 2.05798
O 2.83808 -3.65093 -1.43371
C 2.97106 -2.86080 -2.53498
C 3.77017 -3.26622 -3.60103
C 3.87953 -2.48264 -4.73557
C 3.18078 -1.28701 -4.82825
C 2.37962 -0.89329 -3.77198
C 2.26831 -1.65581 -2.61108
C 1.40624 -1.13189 -1.50689
O 0.48850 -0.31786 -1.80200
O 1.61010 -1.48530 -0.31359
H 3.37168 -4.44207 -1.56202
H 4.30528 -4.20764 -3.53334
H 4.51070 -2.81314 -5.55059
H 3.25907 -0.67130 -5.71362
H 1.81563 0.02855 -3.81576
*
```

The HOMO energy (alpha / beta) is -0.2717 / -0.2705 hartree. For the total energy, the calculation gives -2077.19745 hartree. For the HOMO-LUMO gap (alpha / beta), the calculation gives 6.82 / 6.76 eV.

***

Record 3
Formula: C26H21FeN3O
Source: OMol25
Level of theory: the ωB97M-V functional and the def2-TZVPD basis

ORCA input file:
```
! RIJCOSX wB97M-V def2-TZVPD def2/J DEFGRID3
* xyz 0 5
Fe 0.20857 -0.58089 -0.58239
C 1.00547 -0.98869 2.67141
C 2.50417 -0.92739 1.17421
C 2.27687 -2.05719 0.25061
C 1.30727 -3.02369 0.41371
C 0.29237 -3.04519 1.41131
C 0.13517 -2.15499 2.42551
H 0.61257 -0.39719 3.50191
H 3.34837 -0.31699 0.83581
H 3.07097 -2.24229 -0.45999
H 1.33077 -3.85809 -0.27219
H -0.40813 -3.86579 1.35271
H -0.69113 -2.27399 3.10851
C -4.14093 -0.83889 0.57241
C -4.73263 -0.64859 -0.67479
C -3.93513 -0.69819 -1.79699
C -2.56373 -0.92519 -1.66779
N -1.99643 -1.11459 -0.44959
C -2.77893 -1.07169 0.62281
C -1.62623 -0.91249 -2.77869
C -1.99963 -0.89469 -4.12579
C -1.03483 -0.84329 -5.11149
C 0.31117 -0.81209 -4.77799
C 0.68757 -0.81969 -3.44089
C -0.26293 -0.86769 -2.43669
H -4.72483 -0.80119 1.47731
H -5.79293 -0.45299 -0.75679
H -4.36583 -0.53839 -2.77249
H -2.28023 -1.23789 1.56761
H -3.04313 -0.92059 -4.40719
H -1.33033 -0.82199 -6.15099
H 1.06137 -0.78379 -5.55439
H 1.74007 -0.78579 -3.18259
O -0.06843 1.30751 -0.39199
C 0.28357 2.39121 0.20581
C -0.17813 3.62901 -0.28799
C 0.21007 4.82191 0.26471
C 1.08307 4.82471 1.35411
C 1.53347 3.64561 1.88801
C 1.16227 2.38101 1.36211
C 1.65757 1.17251 1.88121
N 1.26807 -0.12019 1.43061
C 2.52287 -1.23029 2.73281
C 3.12257 -0.03549 3.34141
N 2.63067 1.13501 2.85941
H -0.84733 3.59191 -1.13639
H -0.14613 5.75331 -0.14679
H 1.40477 5.76261 1.77911
H 2.19017 3.70171 2.74391
H 2.89727 -2.18379 3.08911
H 4.06087 -0.03009 3.86611
H 3.02817 2.00371 3.17861
*
```

The HOMO energy (alpha / beta) is -0.1790 / -0.2621 hartree. For the total energy, the calculation gives -2506.37698 hartree. For the HOMO-LUMO gap (alpha / beta), the calculation gives 4.26 / 5.82 eV. The relative energy (zero: lowest compared OMol25 entry of this formula, charge and spin) is 696.84 kJ/mol.

***

Record 4
Formula: C26H21FeN3O
Source: OMol25
Level of theory: the ωB97M-V functional and the def2-TZVPD basis

ORCA input file:
```
! RIJCOSX wB97M-V def2-TZVPD def2/J DEFGRID3
* xyz 0 5
Fe -0.14940 0.11871 -0.25577
C -0.99893 -2.41482 1.22129
C -1.48122 -1.26530 1.84199
C -0.70574 -0.62590 2.80717
C 0.55174 -1.11913 3.12786
C 1.02722 -2.26712 2.50776
C 0.25004 -2.91557 1.55993
H -1.60730 -2.92327 0.48458
H -2.48074 -0.91180 1.63264
H -1.09323 0.24537 3.32048
H 1.15573 -0.61583 3.87324
H 2.00427 -2.65769 2.76151
H 0.61985 -3.80934 1.07688
C 0.40260 3.21210 3.07188
C -0.83626 3.83820 3.01663
C -1.68331 3.55400 1.96303
C -1.28630 2.64711 0.97892
N -0.09117 2.03260 1.05232
C 0.72242 2.31788 2.07113
C -2.17111 2.27138 -0.13989
C -3.03039 3.22085 -0.70165
C -3.86410 2.86379 -1.74575
C -3.86746 1.54887 -2.19580
C -3.00780 0.61709 -1.62921
C -2.11408 0.94832 -0.60932
H 1.09928 3.40985 3.87420
H -1.13830 4.53274 3.78973
H -2.66138 4.01002 1.90382
H 1.67401 1.79896 2.07131
H -3.02770 4.24436 -0.33943
H -4.50071 3.60394 -2.21453
H -4.53202 1.25404 -3.00006
H -3.03059 -0.40202 -2.00591
O 0.93792 -1.37994 -1.00424
C 1.07716 -2.06736 -2.09348
C 1.57762 -3.38871 -2.03304
C 1.71097 -4.17094 -3.15634
C 1.36797 -3.66551 -4.41001
C 0.90778 -2.36945 -4.50296
C 0.75672 -1.55039 -3.37935
C 0.28779 -0.18006 -3.50343
N 0.16760 0.72090 -2.53986
C -0.27277 1.88123 -3.12612
C -0.41956 1.69662 -4.46206
N -0.06993 0.38635 -4.68849
H 1.85353 -3.76634 -1.05620
H 2.08536 -5.18378 -3.06874
H 1.46778 -4.27882 -5.29539
H 0.67202 -1.98633 -5.49035
H -0.45199 2.76884 -2.54197
H -0.75594 2.34963 -5.24734
H -0.08294 -0.07042 -5.57998
*
```

The HOMO energy (alpha / beta) is -0.2602 / -0.2660 hartree. For the total energy, the calculation gives -2506.60672 hartree. For the HOMO-LUMO gap (alpha / beta), the calculation gives 7.49 / 7.50 eV. The relative energy (zero: lowest compared OMol25 entry of this formula, charge and spin) is 93.64 kJ/mol.